The following is a DFT calculation (the ωB97M-V functional and the def2-TZVPD basis) of a single C20H33IO3 molecule.

Calculated values
Gap between HOMO and LUMO in eV: 9.337
SMILES string: CCCCCCCCCCCCCCCCC1=C(I)C(=O)OC1=O
Total charge: 0
Energy in a.u.: -1305.26667
HOMO in eV: -9.83
Energy relative to the best compared isomer or geometry (same formula, charge and spin) in eV: 0.000

Each line ends with the natural charge from an NBO analysis.
Atoms and positions in Å:
C 1.70363 2.71621 2.15913  -0.612
C 0.47690 2.01152 2.75525  -0.388
C 0.82058 1.01208 3.89857  -0.403
C 0.87197 -0.42305 3.29692  -0.393
C -0.49752 -1.16271 3.35467  -0.412
C -1.20304 -1.33429 1.98035  -0.402
C -2.67835 -0.86331 1.94445  -0.394
C -2.89590 0.60837 1.53458  -0.395
C -2.70041 0.84150 -0.00964  -0.409
C -1.84313 2.10513 -0.25371  -0.405
C -0.83091 2.01201 -1.41978  -0.378
C -0.01759 0.70878 -1.45223  -0.419
C 1.34112 0.83476 -2.15932  -0.399
C 2.44992 -0.03868 -1.53123  -0.390
C 2.10814 -1.52766 -1.30134  -0.405
C 2.18303 -2.38269 -2.58343  -0.448
C 0.99509 -2.28344 -3.49255  -0.113
C -0.28174 -2.47484 -3.28064  -0.234
I -1.23533 -3.04703 -1.50017  0.222
C -1.04468 -2.23532 -4.57049  0.753
O -2.17721 -2.28102 -4.71936  -0.487
O -0.11354 -1.91791 -5.50916  -0.502
C 1.15187 -1.95472 -4.96560  0.778
O 2.10130 -1.79311 -5.56579  -0.482
H 1.35953 3.27583 1.27761  0.204
H 2.17032 3.44387 2.82892  0.206
H 2.45824 2.01037 1.79494  0.200
H 0.05425 1.40551 1.94842  0.189
H -0.26607 2.76462 3.03832  0.200
H 1.75476 1.28347 4.39501  0.203
H -0.02211 1.05034 4.59570  0.200
H 1.67027 -0.96358 3.81671  0.205
H 1.17830 -0.35345 2.24455  0.188
H -0.27787 -2.15287 3.77015  0.210
H -1.14286 -0.68046 4.09744  0.198
H -0.60303 -0.83022 1.21573  0.195
H -1.21930 -2.41030 1.77119  0.203
H -3.06602 -0.96896 2.96868  0.200
H -3.28808 -1.54852 1.34291  0.198
H -3.94340 0.84184 1.75338  0.204
H -2.21728 1.22055 2.13200  0.197
H -3.69409 0.91840 -0.45623  0.208
H -2.25239 -0.08355 -0.38556  0.199
H -1.33320 2.46458 0.64016  0.200
H -2.54462 2.90804 -0.52037  0.207
H -1.33226 2.23544 -2.36742  0.202
H -0.10697 2.82805 -1.26852  0.193
H 0.13726 0.33375 -0.43274  0.196
H -0.61629 -0.02798 -1.99586  0.202
H 1.68318 1.87503 -2.07919  0.206
H 1.25002 0.61626 -3.23176  0.194
H 2.63512 0.38843 -0.53393  0.201
H 3.39583 0.04755 -2.07752  0.206
H 2.88492 -1.92032 -0.63228  0.215
H 1.16828 -1.62689 -0.75627  0.216
H 3.06183 -2.03775 -3.14098  0.234
H 2.37955 -3.43766 -2.36263  0.239



The following is a DFT calculation (the ωB97M-V functional and the def2-TZVPD basis) of a single C20H33N3O2S molecule.

Calculated values
Gap between HOMO and LUMO in eV: 8.693
SMILES string: COCCNC(=S)N1CCC(NC(=O)[C@]23C[C@H]4C[C@H](C[C@H](C4)C2)C3)CC1
Total charge: 0
Energy in a.u.: -1494.89099
HOMO in eV: -8.15
Energy relative to the best compared isomer or geometry (same formula, charge and spin) in eV: 0.000

Each line ends with the natural charge from an NBO analysis.
Atoms and positions in Å:
C -0.46562 -3.51901 0.43060  -0.268
O -0.50037 -2.71481 -0.73223  -0.546
C -1.57390 -2.98796 -1.59143  -0.062
C -2.94973 -2.53771 -1.06965  -0.263
N -3.05012 -1.10730 -0.94214  -0.607
C -3.02593 -0.44720 0.24158  0.316
S -2.93555 -1.25353 1.69170  -0.300
N -3.13657 0.89878 0.21249  -0.438
C -3.41198 1.69614 -0.95988  -0.224
C -2.12372 2.36321 -1.45564  -0.420
C -1.23149 2.74659 -0.25501  -0.047
N -0.21661 1.74564 -0.00602  -0.641
C 1.06750 1.94092 -0.38237  0.707
O 1.41424 2.95709 -0.95486  -0.650
C 2.06362 0.82493 -0.06976  -0.119
C 3.29763 1.48887 0.55861  -0.403
C 4.39810 0.45530 0.77424  -0.208
C 3.88497 -0.63311 1.71440  -0.405
C 2.66305 -1.30227 1.08900  -0.202
C 3.05046 -1.93121 -0.24870  -0.415
C 3.56724 -0.84082 -1.18549  -0.206
C 4.78880 -0.16452 -0.56602  -0.405
C 2.46552 0.19202 -1.41099  -0.402
C 1.55007 -0.27499 0.86000  -0.427
C -2.08788 2.97284 0.99340  -0.426
C -2.85271 1.70012 1.38629  -0.229
H -0.60930 -4.57506 0.17735  0.163
H -1.22301 -3.21100 1.15710  0.201
H 0.52079 -3.38393 0.86798  0.190
H -1.34208 -2.45483 -2.51971  0.179
H -1.62577 -4.06592 -1.80864  0.169
H -3.14471 -2.96947 -0.08621  0.249
H -3.71477 -2.88688 -1.77146  0.198
H -2.84768 -0.58708 -1.78174  0.388
H -3.88852 1.09981 -1.73899  0.211
H -4.13303 2.46402 -0.65968  0.204
H -2.37300 3.24978 -2.03805  0.218
H -1.55760 1.68965 -2.10138  0.212
H -0.67392 3.65748 -0.49879  0.251
H -0.49449 0.87984 0.42403  0.410
H 3.64306 2.28672 -0.10075  0.232
H 3.01834 1.94238 1.51347  0.204
H 5.27139 0.94492 1.22000  0.209
H 4.66578 -1.37730 1.88833  0.204
H 3.61820 -0.19640 2.67983  0.203
H 2.29289 -2.07979 1.76794  0.207
H 2.18045 -2.41662 -0.69560  0.216
H 3.82259 -2.68893 -0.09519  0.203
H 3.84425 -1.28599 -2.14807  0.209
H 5.16435 0.61100 -1.23710  0.206
H 5.58560 -0.89776 -0.41970  0.203
H 2.80986 0.97579 -2.08877  0.224
H 1.59369 -0.29116 -1.86084  0.206
H 0.70028 -0.79590 0.41176  0.226
H 1.24222 0.14929 1.81968  0.210
H -2.78104 3.78954 0.78745  0.206
H -1.45225 3.27920 1.82383  0.231
H -2.26905 1.08762 2.07738  0.245
H -3.78913 1.96230 1.89452  0.204



The following is a DFT calculation (the ωB97M-V functional and the def2-TZVPD basis) of a single C20H33N3O4S2 molecule.

Calculated values
Gap between HOMO and LUMO in eV: 8.745
SMILES string: CCN(CC)S(=O)(=O)c1ccc(S(=O)(=O)N2CCC(N3CCCCC3)CC2)cc1
Total charge: 0
Energy in a.u.: -2043.48210
HOMO in eV: -8.66
Energy relative to the best compared isomer or geometry (same formula, charge and spin) in eV: 0.184

Each line ends with the natural charge from an NBO analysis.
Atoms and positions in Å:
C -1.32996 4.46566 -3.84527  -0.612
C -0.51234 4.23404 -2.57830  -0.221
N 0.84905 3.86346 -2.87851  -0.692
C 1.12480 2.55307 -3.43059  -0.222
C 1.72763 2.66119 -4.82653  -0.613
S 2.06571 4.54289 -1.98713  2.345
O 1.66012 5.86731 -1.62768  -0.935
O 3.29438 4.35077 -2.69447  -0.938
C 2.12064 3.53303 -0.49574  -0.334
C 3.06379 2.52641 -0.39184  -0.191
C 3.05691 1.70449 0.72518  -0.197
C 2.11194 1.91739 1.71144  -0.322
S 2.03027 0.78369 3.10586  2.341
O 3.31210 0.17185 3.27662  -0.934
O 1.41603 1.45502 4.20974  -0.934
N 0.97948 -0.39449 2.59295  -0.671
C 1.45279 -1.26131 1.54166  -0.233
C 0.62858 -2.54593 1.52948  -0.425
C -0.86181 -2.19964 1.35005  -0.027
N -1.76839 -3.32727 1.24120  -0.456
C -1.77006 -3.97370 -0.05711  -0.211
C -3.01702 -4.84513 -0.19070  -0.400
C -3.03856 -5.89818 0.91106  -0.397
C -2.92731 -5.20243 2.26277  -0.400
C -1.67907 -4.32303 2.29334  -0.221
C -1.28055 -1.25926 2.48723  -0.402
C -0.40514 -0.00914 2.46528  -0.235
C 1.17930 2.93451 1.61659  -0.203
C 1.18328 3.75250 0.49761  -0.145
H -0.84507 5.21734 -4.46104  0.219
H -1.42523 3.54876 -4.42150  0.201
H -2.32461 4.81430 -3.58022  0.217
H -0.99565 3.46893 -1.95119  0.175
H -0.44596 5.16534 -2.01516  0.236
H 1.82727 2.03121 -2.77064  0.199
H 0.19401 1.97947 -3.45559  0.201
H 2.64703 3.23605 -4.76994  0.235
H 1.94524 1.67077 -5.21863  0.207
H 1.03976 3.16684 -5.49817  0.207
H 3.79891 2.41944 -1.17424  0.249
H 3.78259 0.91790 0.85870  0.248
H 2.50164 -1.47001 1.75516  0.239
H 1.37801 -0.76220 0.56000  0.172
H 0.77303 -3.06572 2.47620  0.212
H 0.97113 -3.18893 0.71719  0.215
H -0.96557 -1.63986 0.41015  0.189
H -1.77776 -3.20366 -0.83283  0.198
H -0.87333 -4.60236 -0.20682  0.157
H -3.89863 -4.20907 -0.10053  0.203
H -3.02960 -5.31732 -1.17454  0.206
H -3.95721 -6.48485 0.85812  0.210
H -2.19453 -6.58011 0.78104  0.193
H -3.80407 -4.57318 2.42102  0.203
H -2.87738 -5.93618 3.06882  0.207
H -1.61283 -3.81974 3.25782  0.203
H -0.78790 -4.96439 2.17312  0.161
H -1.15247 -1.75100 3.45017  0.207
H -2.32916 -0.98667 2.37055  0.224
H -0.62944 0.64124 3.31103  0.239
H -0.57101 0.54791 1.52739  0.172
H 0.48392 3.08178 2.42765  0.246
H 0.48831 4.57021 0.39269  0.234